1.
C4H9NO2 | the ωB97M-V functional and the def2-TZVPD basis

The total energy is -9879.472 eV. As for the total charge: 0. For the HOMO-LUMO gap, the calculation gives 10.39 eV.

Bonds (Å) are listed after each position.
Element x y z (Å)
1 C 0.027 1.355 -0.661  C2 1.529, H8 1.096, H9 1.096, H10 1.097
2 C -0.042 -0.105 -0.211  C1 1.529, C3 1.531, N4 1.485, C5 1.552
3 C -1.252 -0.352 0.693  C2 1.531, H11 1.097, H12 1.096, H13 1.095
4 N -0.213 -0.951 -1.419  C2 1.485, H14 1.026, H15 1.023
5 C 1.294 -0.487 0.483  C2 1.552, O6 1.225, O7 1.352
6 O 2.167 -1.153 -0.060  C5 1.225
7 O 1.456 0.004 1.732  C5 1.352, H16 0.974
8 H -0.844 1.631 -1.266  C1 1.096
9 H 0.060 2.033 0.200  C1 1.096
10 H 0.927 1.548 -1.258  C1 1.097
11 H -2.193 -0.212 0.148  C3 1.097
12 H -1.243 -1.369 1.101  C3 1.096
13 H -1.274 0.340 1.542  C3 1.095
14 H 0.657 -0.898 -1.960  N4 1.026
15 H -0.249 -1.931 -1.128  N4 1.023
16 H 0.721 0.548 2.065  O7 0.974



2.
C12H41N3O7 | the ωB97M-V functional and the def2-TZVPD basis

The total energy is -31910.777 eV. As for the total charge: 0. For the HOMO-LUMO gap, the calculation gives 9.24 eV.

Bonds (Å) are listed after each position.
Element x y z (Å)
1 C -35.793 -13.033 -24.789  O2 1.436, H7 1.099, H8 1.090, H9 1.084
2 O -35.703 -12.588 -23.426  C1 1.436, C3 1.428
3 C -36.654 -13.205 -22.559  O2 1.428, C4 1.539, H10 1.097, H11 1.094
4 C -35.920 -13.519 -21.243  C3 1.539, C5 1.519, N6 1.474, H12 1.092
5 C -34.862 -14.595 -21.408  C4 1.519, H13 1.087, H14 1.094, H15 1.093
6 N -36.967 -13.971 -20.310  C4 1.474, H16 1.009, H17 1.013
7 H -36.774 -12.664 -25.119  C1 1.099
8 H -35.795 -14.123 -24.827  C1 1.090
9 H -35.019 -12.547 -25.372  C1 1.084
10 H -37.386 -12.402 -22.408  C3 1.097
11 H -37.162 -14.113 -22.899  C3 1.094
12 H -35.526 -12.566 -20.883  C4 1.092
13 H -35.186 -15.577 -21.745  C5 1.087
14 H -34.396 -14.698 -20.423  C5 1.094
15 H -34.053 -14.247 -22.056  C5 1.093
16 H -37.901 -13.666 -20.541  N6 1.009
17 H -36.744 -13.651 -19.375  N6 1.013
18 C -37.830 -8.029 -21.649  O19 1.408, H24 1.095, H25 1.095, H26 1.090
19 O -39.065 -8.703 -21.682  C18 1.408, C20 1.408
20 C -38.872 -10.094 -21.792  O19 1.408, C21 1.516, H27 1.099, H28 1.097
21 C -40.178 -10.817 -22.055  C20 1.516, C22 1.523, N23 1.474, H29 1.096
22 C -40.855 -10.317 -23.325  C21 1.523, H30 1.091, H31 1.095, H32 1.093
23 N -41.038 -10.698 -20.863  C21 1.474, H33 1.013, H34 1.013
24 H -37.220 -8.271 -22.527  C18 1.095
25 H -37.222 -8.224 -20.760  C18 1.095
26 H -38.034 -6.959 -21.672  C18 1.090
27 H -38.199 -10.348 -22.623  C20 1.099
28 H -38.398 -10.532 -20.905  C20 1.097
29 H -39.847 -11.852 -22.200  C21 1.096
30 H -41.343 -9.355 -23.167  C22 1.091
31 H -41.635 -11.001 -23.673  C22 1.095
32 H -40.185 -10.217 -24.182  C22 1.093
33 H -41.944 -11.102 -21.064  N23 1.013
34 H -41.137 -9.715 -20.639  N23 1.013
35 C -35.242 -11.503 -9.476  O36 1.425, H41 1.095, H42 1.090, H43 1.085
36 O -35.300 -11.789 -10.870  C35 1.425, C37 1.392
37 C -36.035 -10.879 -11.624  O36 1.392, C38 1.543, H44 1.101, H45 1.095
38 C -36.161 -11.399 -13.072  C37 1.543, C39 1.529, N40 1.481, H46 1.092
39 C -37.340 -10.696 -13.744  C38 1.529, H47 1.096, H48 1.089, H49 1.092
40 N -36.367 -12.860 -13.195  C38 1.481, H50 1.023, H51 1.020
41 H -36.273 -11.480 -9.106  C35 1.095
42 H -34.756 -10.539 -9.323  C35 1.090
43 H -34.728 -12.331 -8.999  C35 1.085
44 H -37.080 -10.793 -11.289  C37 1.101
45 H -35.586 -9.885 -11.717  C37 1.095
46 H -35.225 -11.134 -13.568  C38 1.092
47 H -38.273 -11.044 -13.289  C39 1.096
48 H -37.456 -10.890 -14.810  C39 1.089
49 H -37.257 -9.621 -13.568  C39 1.092
50 H -37.063 -13.113 -12.489  N40 1.023
51 H -35.519 -13.260 -12.794  N40 1.020
52 O -37.043 -12.180 -17.539  H53 0.976, H54 0.968
53 H -37.732 -11.969 -18.197  O52 0.976
54 H -37.528 -12.595 -16.812  O52 0.968
55 O -40.511 -13.708 -16.864  H56 0.962, H57 0.973
56 H -41.179 -13.059 -16.623  O55 0.962
57 H -39.730 -13.466 -16.337  O55 0.973
58 O -39.469 -11.880 -18.880  H59 0.991, H60 0.970
59 H -39.870 -11.623 -19.749  O58 0.991
60 H -39.911 -12.703 -18.618  O58 0.970
61 O -38.084 -13.669 -15.244  H62 0.962, H63 0.989
62 H -37.821 -14.591 -15.167  O61 0.962
63 H -37.569 -13.200 -14.542  O61 0.989



3.
C4H5NO3 | the ωB97M-V functional and the def2-TZVPD basis

The total energy is -11855.590 eV. As for the total charge: 0. For the HOMO-LUMO gap, the calculation gives 8.68 eV.

Bonds (Å) are listed after each position.
Element x y z (Å)
1 C -1.632 -0.959 1.017  C2 1.559, O8 1.288
2 C -0.266 -0.324 0.617  C1 1.559, C3 1.694, C4 1.584, O6 1.474
3 C 1.368 -0.746 0.464  C2 1.694, C4 1.457, O7 1.171
4 C 0.502 -0.730 -0.708  C2 1.584, C3 1.457, N5 1.418, H9 1.049
5 N 0.666 0.490 -1.412  C4 1.418, H11 1.054, H12 1.074
6 O -0.148 1.088 1.025  C2 1.474, H10 0.909
7 O 2.370 -0.622 1.058  C3 1.171
8 O -2.420 -0.062 1.498  C1 1.288, H13 0.950
9 H 0.295 -1.638 -1.189  C4 1.049
10 H -0.236 1.388 0.171  O6 0.909
11 H 1.635 0.653 -1.793  N5 1.054
12 H 0.007 0.617 -2.251  N5 1.074
13 H -2.140 0.846 1.504  O8 0.950



Results for energy above the lowest of the compared OMol25 structures with the same formula, charge and spin: 13.57; 8.41; 147.85 (in kcal/mol, following the order of the records).